This record from the Open Molecules 2025 dataset describes a structure of composition C27H45OSi4TeTl in a non-equilibrium geometry. The level of theory is the ωB97M-V functional and the def2-TZVPD basis.

XYZ file:
```
79
Properties=species:S:1:pos:R:3:forces:R:3:mulliken_charge:R:1
C 0.813 -2.126 1.747 -1.002 -1.224 -0.240 0.188
C -0.714 -2.300 1.729 1.671 0.182 -1.694 -0.262
C -1.031 -2.441 0.370 -0.349 -0.078 -0.687 -1.647
H -1.555 -2.017 2.341 0.324 -0.812 0.682 0.896
C 0.145 -2.553 -0.392 -0.845 -0.634 -1.007 -0.238
C 1.245 -2.318 0.463 1.128 -0.532 0.329 -1.783
H 2.290 -2.177 0.144 -0.673 -0.438 0.263 0.517
H 1.520 -1.796 2.483 -0.364 -0.282 0.483 0.547
H -2.050 -2.323 -0.040 0.706 -0.527 0.293 0.171
H 0.199 -2.860 -1.465 -0.075 0.499 1.125 0.781
C -1.112 2.318 0.182 -3.284 0.061 0.582 -1.241
C -1.120 2.131 1.569 -0.075 0.571 -0.921 -0.560
C 0.346 2.091 1.955 0.233 0.848 0.415 1.471
H -2.044 1.714 2.051 1.071 1.617 -0.152 0.561
C 1.109 2.350 0.772 -2.176 0.074 1.488 -1.040
C 0.169 2.550 -0.233 2.286 1.549 -3.828 -0.198
H 0.448 2.892 -1.322 -0.624 -0.875 2.211 0.328
H -2.069 2.292 -0.428 1.710 0.031 0.683 0.226
H 0.917 2.235 2.885 -1.589 -0.224 -0.555 -1.029
H 2.154 2.213 0.739 0.943 0.531 -0.201 0.598
Tl 0.772 0.068 -0.683 -0.376 -0.082 -1.013 0.830
O -1.079 0.306 -2.001 0.751 0.212 1.363 -0.590
C -1.233 -0.756 -2.857 -0.093 0.103 -1.148 -0.614
C -0.022 -1.012 -3.710 0.410 -0.366 0.956 -0.446
H -1.466 -1.749 -2.420 -0.416 0.399 0.281 0.132
H -2.045 -0.420 -3.527 -0.116 -0.803 -0.191 0.569
H 0.759 -1.721 -3.369 -0.670 0.120 -0.364 0.294
H 0.970 -2.039 -5.892 0.061 0.428 -0.243 0.350
C 0.777 -0.968 -6.022 -0.390 0.534 0.804 -0.482
C 0.238 -0.277 -4.886 0.370 1.019 -1.714 0.537
C -0.077 1.126 -5.025 0.084 -1.029 0.078 -0.399
H -0.453 1.655 -4.137 0.125 -0.269 -0.510 0.354
C 0.131 1.765 -6.245 0.093 -0.372 -0.013 -0.573
H -0.092 2.831 -6.343 0.081 -0.359 0.002 0.367
C 0.624 1.047 -7.348 0.005 -0.103 0.090 -0.361
H 0.773 1.549 -8.304 -0.064 -0.079 0.243 0.340
C 0.935 -0.318 -7.237 -0.002 0.178 0.256 -0.466
H 1.303 -0.890 -8.089 -0.080 0.283 0.095 0.345
C 3.433 0.212 4.534 0.133 0.196 0.169 -1.139
Si 1.997 1.118 5.309 -0.770 -0.498 0.114 1.588
C 2.032 1.078 7.184 0.833 0.457 -0.069 -1.204
C 1.976 2.894 4.717 0.223 -0.027 -0.092 -1.325
Si -0.002 -0.028 5.243 -0.059 0.288 -3.423 -1.911
Te -0.509 0.005 2.516 1.006 -0.054 0.036 -0.370
Si -0.014 -2.333 5.336 0.030 0.951 0.080 1.510
C -0.014 -2.262 7.206 -0.022 -0.954 0.050 -1.317
C -1.551 -3.173 4.702 0.123 -0.182 0.268 -1.199
C 1.522 -3.180 4.708 -0.158 -0.202 0.212 -1.130
Si -1.984 1.160 5.275 0.930 -0.623 0.518 1.435
C -1.998 1.111 7.152 -1.042 0.617 -0.007 -1.260
C -1.900 2.928 4.677 -0.147 -0.099 0.190 -1.006
C -3.446 0.245 4.557 -0.225 0.288 0.167 -1.066
H 4.313 0.785 4.862 0.082 -0.311 -0.173 0.420
H 3.402 0.226 3.437 -0.055 -0.016 0.223 0.250
H 3.518 -0.824 4.884 0.061 0.278 -0.089 0.301
H 2.955 1.625 7.421 -0.165 -0.139 0.655 0.467
H 1.165 1.596 7.617 0.341 -0.132 -0.084 0.278
H 2.085 0.049 7.568 0.074 0.362 -0.024 0.260
H 1.976 3.013 3.627 0.330 0.129 0.569 0.573
H 1.132 3.465 5.113 0.253 0.000 0.035 0.304
H 2.926 3.305 5.065 -0.057 0.303 0.164 0.515
H -0.914 -1.772 7.603 0.290 -0.260 -0.049 0.285
H -0.016 -3.331 7.460 0.008 0.214 0.721 0.470
H 0.888 -1.775 7.604 -0.289 -0.261 -0.050 0.286
H -1.580 -3.254 3.614 0.002 -0.214 0.518 0.507
H -1.454 -4.180 5.129 -0.360 -0.020 -0.114 0.444
H -2.469 -2.701 5.067 0.134 -0.184 -0.005 0.298
H 1.561 -3.249 3.619 -0.025 -0.174 0.417 0.451
H 2.441 -2.717 5.080 -0.141 -0.195 0.011 0.291
H 1.416 -4.192 5.121 0.364 -0.015 -0.078 0.428
H -1.121 1.618 7.581 -0.330 -0.110 -0.096 0.263
H -2.912 1.671 7.393 0.149 -0.127 0.761 0.450
H -2.064 0.084 7.538 -0.073 0.361 -0.065 0.259
H -1.849 3.028 3.589 -0.037 0.081 0.337 0.409
H -2.846 3.356 5.038 0.197 0.226 -0.143 0.440
H -1.062 3.474 5.126 -0.244 -0.071 -0.044 0.244
H -3.462 0.221 3.460 0.043 0.012 0.316 0.263
H -3.528 -0.777 4.944 -0.048 0.265 -0.075 0.295
H -4.306 0.837 4.902 -0.143 -0.309 -0.094 0.470
```
Forces are in eV/Å.

Results
Multiplicity: 1
E_tot: -2729.211269 Eh
Total charge: 0
Gap between HOMO and LUMO (alpha / beta): 5.92 / 5.03 eV